Formula: C4H12O2
Source: the Open Molecules 2025 dataset
Level of theory: ωB97M-V/def2-TZVPD

Element x y z (Å)
C 0.89991 -2.03280 0.82356
C 0.13704 -1.45786 -0.37460
C 0.66796 -0.06868 -0.76684
C -0.28194 0.88028 -1.40707
O 0.03389 2.20426 -1.07537
H 1.98356 -1.97753 0.54043
H 0.76066 -3.04792 1.08485
H 0.71974 -1.41138 1.60973
H 0.12912 -2.19351 -1.19401
H -0.95384 -1.31616 -0.14328
H 1.07565 0.37448 0.15656
H 1.67449 -0.14718 -1.31418
H -1.31074 0.50960 -1.09976
H 0.01554 0.87699 -2.55442
H -0.58802 2.78659 -0.46464
O -1.30556 0.31352 2.27363
H -1.23367 1.21335 2.61724
H -0.63694 0.26478 1.52516

**Molar mass**: 92.14 u
**Maximum force**: 4.0 eV/Å
**HOMO-LUMO gap**: 10.793 eV
**Multiplicity**: 1

Atomic partial charges in e from the Mulliken method, atoms 1 to 8: C -1.204; C -0.336; C -0.709; C -0.310; O -0.546; H 0.258; H 0.380; H 0.322